# 1
17
Properties=species:S:1:pos:R:3:mulliken_charge:R:1 method="wB97M-V/def2-TZVPD" smiles="C=C/N=C/N/C=C/C=O" orbital_gap_ev=8.11 charge=0 de_lowest_kcal_mol=121.2
C -2.7828 -1.8210 -0.2741 -0.6933
C -2.2742 -0.5335 0.1297 0.0304
C -0.8813 1.0713 -0.0205 -0.1052
C 1.4195 1.0973 -0.0984 -0.1444
C 1.8422 -0.1355 0.0265 0.1163
C 3.1479 -0.6631 0.0764 -0.1623
H -3.9925 -1.9316 -0.3365 0.1922
H -2.3427 -2.9564 -0.0627 0.2314
H -2.9287 0.3201 0.2274 0.2641
H -1.6212 1.8661 0.1806 0.2305
H 0.3196 2.9354 0.0789 0.3624
H 2.2810 1.8376 -0.2220 0.1528
H 1.2511 -1.0240 0.3239 0.3267
H 3.9726 0.2046 0.0620 0.1682
N -0.9777 -0.2503 0.2587 -0.2940
N 0.2254 1.8539 -0.2442 -0.1866
O 3.3418 -1.8710 -0.1058 -0.4893



# 2
17
Properties=species:S:1:pos:R:3:mulliken_charge:R:1 method="wB97M-V/def2-TZVPD" orbital_gap_ev=9.81 charge=0 de_lowest_kcal_mol=129.7
C -2.2021 -0.8755 0.4841 -0.9954
C -0.1652 -0.6080 -0.3558 0.5216
C 1.9955 -1.4640 -0.0704 -0.0939
C 2.5264 -0.1630 0.1113 -0.1507
C 0.4579 0.6668 -0.0908 0.6936
C -0.4055 1.8895 -0.2258 -1.3382
H -2.1418 0.0478 1.0364 0.3173
H -3.3889 -1.1184 0.2242 0.2107
H -2.1021 -1.5706 1.0250 0.5470
H 2.5737 -2.4603 -0.2766 0.3283
H 3.7479 0.0190 0.1915 0.2629
H -0.8287 2.1745 0.4859 0.5713
H 0.0702 3.1441 -0.5230 0.2639
H -1.1229 1.8960 -1.1232 0.2933
N 0.6902 -1.7551 -0.3428 -0.5470
N 1.7344 0.8900 0.1242 -0.5341
O -1.4389 -0.7128 -0.6744 -0.3508



# 3
17
Properties=species:S:1:pos:R:3:mulliken_charge:R:1 method="wB97M-V/def2-TZVPD" smiles="CC(=O)Nc1ccc[nH]1" orbital_gap_ev=9.13 charge=0 de_lowest_kcal_mol=74.1
C 1.4144 -0.5501 1.7125 -0.9117
C 1.4983 -1.4922 0.4436 0.4449
C -0.3554 -0.2355 -0.6284 0.2209
C -1.6397 0.0370 -0.1909 -0.4489
C -1.9419 1.3539 -0.5157 -0.7409
C -0.8274 1.8065 -1.1852 -0.1879
H 1.1856 0.5199 1.3240 0.2312
H 2.1832 -0.5710 2.2346 0.4682
H 0.4249 -0.9140 2.1992 0.2250
H -0.1510 -2.2858 -0.3301 0.3586
H -2.2232 -0.8172 0.4406 0.2149
H -2.7814 1.8585 -0.6092 0.5149
H -0.7573 2.9171 -1.7189 0.2315
H 0.8167 1.0730 -1.7479 0.0155
N 0.5194 -1.4395 -0.4840 -0.2647
N 0.1606 0.8379 -1.2139 0.1168
O 2.4743 -2.0987 0.2696 -0.4882



# 4
18
Properties=species:S:1:pos:R:3:mulliken_charge:R:1 method="wB97M-V/def2-TZVPD" orbital_gap_ev=8.06 charge=0 de_lowest_kcal_mol=165.2
C 1.4379 1.1811 0.0242 0.5993
C 2.5096 0.1543 0.0923 -0.7157
C 2.1716 -1.1454 -0.0208 -0.0021
C -0.1809 -0.8000 -0.0877 0.3363
C -2.4699 0.7913 -0.4986 -0.7130
C -2.0966 0.1368 0.6775 -0.5741
H -0.6855 1.2224 0.1758 0.4276
H 3.5387 0.5224 0.0949 0.3620
H 3.0835 -1.8028 0.2580 0.2767
H 0.6230 -2.5634 -0.4812 0.2142
H -3.5813 1.1290 -0.8004 0.1932
H -1.6654 0.9055 -1.2161 0.3243
H -2.8318 0.0854 1.5161 0.3010
H -1.0258 0.0380 0.8657 0.1897
N 0.1333 0.5999 -0.1074 -0.1688
N 0.9705 -1.6763 -0.2304 -0.0938
O 1.3249 2.4589 -0.1079 -0.6337
O -1.2558 -1.2372 -0.1539 -0.3232



# 5
19
Properties=species:S:1:pos:R:3:mulliken_charge:R:1 method="wB97M-V/def2-TZVPD" orbital_gap_ev=6.22 charge=-1 de_lowest_kcal_mol=160.8
C -1.0694 -3.1332 1.0771 -0.6035
C 0.0203 -2.3958 0.8128 0.3824
C -1.8527 -1.3043 -0.0852 0.3781
C 1.8727 2.9761 0.4308 -0.5096
C 0.6977 2.8236 -0.3321 -0.3524
C 1.8024 3.0231 -1.1001 -0.4373
N -2.2536 -2.4511 0.6237 -0.2670
N -0.5247 -1.1309 0.1715 0.1882
O 1.2476 -2.4503 0.9904 -0.7652
O -2.5406 -0.6566 -0.8549 -0.6837
P 0.4946 -0.4539 -0.9958 -0.0709
H -0.9666 -4.2587 1.3601 0.2342
H 1.9626 3.9739 0.8406 0.1811
H 2.2371 2.2469 1.0949 0.2728
H 0.5064 0.6905 -0.1518 -0.0867
H -0.3281 2.5722 -0.2436 0.5216
H 2.2598 2.8264 -2.0382 0.3548
H -3.0782 -3.0149 0.1119 0.2596
H -0.4873 0.1171 -1.7121 0.0036



# 6
19
Properties=species:S:1:pos:R:3:mulliken_charge:R:1 method="wB97M-V/def2-TZVPD" smiles="NC(=O)N(O)Cc1ccco1" orbital_gap_ev=9.92 charge=0 de_lowest_kcal_mol=68.4
C -1.1286 0.8762 -1.7410 0.6131
C 0.7250 0.9945 -0.1675 -1.5301
C 0.7957 -0.0665 0.8085 0.6994
C 1.5762 -1.1272 0.9833 -0.3883
C 1.0195 -1.9369 2.0133 -0.3342
C -0.1816 -1.3625 2.3526 -0.3785
H -3.0200 1.1049 -1.0834 0.2649
H -1.9693 1.2494 0.1745 0.2492
H 0.4494 0.3935 -3.1462 0.3526
H 1.7048 1.3228 -0.4606 0.4347
H 0.1063 1.7214 0.4718 0.4295
H 2.4019 -1.3004 0.3161 0.4173
H 1.3794 -2.8935 2.4437 0.3401
H -1.0047 -1.7265 3.0056 0.3785
N -2.0780 1.3338 -0.8298 -0.4768
N 0.1167 0.7113 -1.4359 0.3861
O -1.5886 0.6851 -2.8608 -0.7283
O 1.0255 0.2493 -2.4044 -0.4434
O -0.3297 -0.2285 1.5603 -0.2858